C36H35BO6 | the ωB97M-V functional and the def2-TZVPD basis

Geometry as XYZ:
```
78
Properties=species:S:1:pos:R:3:forces:R:3:lowdin_charge:R:1
O -6.2654 -2.0674 0.2063 -0.87 -0.42 -0.41 -0.092
O -2.3195 3.0977 -0.8303 -0.69 2.09 0.88 0.016
O 2.4951 -4.7645 1.9009 0.49 -0.04 -0.89 -0.033
O 1.2938 2.5602 4.6156 -0.50 0.47 0.08 0.075
O 0.4383 -0.6194 4.1081 1.89 1.19 0.47 0.042
O -4.5366 2.5110 2.7990 -1.42 -1.44 0.52 0.040
C 0.2482 -4.0398 2.5611 1.27 -1.01 0.04 -0.009
C -0.5690 1.7832 5.5765 0.24 -0.66 -2.00 0.003
C 0.9544 3.4064 5.6509 -1.31 -1.62 -0.53 -0.338
C 0.3217 1.5923 4.5048 -2.40 3.49 3.80 -0.211
C 1.4023 -3.9622 1.7540 -0.27 1.04 -0.50 -0.237
C -3.6738 1.4745 2.3975 -0.32 0.85 2.21 -0.089
C -4.7689 0.8551 4.3184 0.04 0.81 -0.21 -0.018
C -3.9184 -2.8077 0.3917 0.50 0.46 0.22 -0.002
C -1.8454 4.4133 -0.8796 0.51 -1.48 1.53 -0.296
C -5.2981 2.0362 3.8416 1.59 -0.69 -0.70 -0.316
C 1.6007 -2.9260 0.8144 -0.08 -0.49 1.77 -0.155
C -2.2875 -0.9766 0.9696 3.15 1.53 1.22 -0.101
C -2.6376 -2.3613 0.6449 -0.41 -1.21 0.32 -0.015
C 1.8856 4.4792 5.8756 0.82 1.20 0.18 -0.033
C -2.3032 5.1803 -2.0421 -0.05 0.56 -0.78 -0.024
C -0.2068 2.9792 6.2451 0.49 0.24 0.10 -0.022
C -1.0875 -0.5857 1.7678 -4.63 -2.82 -4.19 0.020
C -6.5823 2.6929 4.0432 -0.71 0.54 0.46 -0.020
C -0.5360 -2.9175 2.6633 -0.57 1.10 -0.53 -0.057
C -3.2740 0.0236 0.5158 0.42 0.44 -1.83 -0.141
C 3.5348 -4.2590 0.9739 -0.17 -0.16 0.34 -0.111
C 0.4551 0.6372 3.5297 2.24 -1.88 -2.26 -0.246
C 2.2539 -0.4717 2.7679 0.11 -1.35 1.27 -0.010
C 1.4595 0.6557 2.5307 -1.60 0.40 1.51 -0.002
C -3.6635 0.5299 3.4730 -0.37 0.45 -1.22 0.011
C 1.6404 -1.1871 3.7983 -0.57 1.79 -1.59 -0.313
C -2.1805 2.6594 0.5017 1.60 0.57 -0.90 -0.127
C -6.7441 -3.4082 0.1135 0.27 0.20 -0.04 -0.078
C -4.9355 -1.8363 0.2213 1.03 1.81 0.60 -0.291
C 2.9484 -3.0893 0.1775 -0.39 0.11 -0.41 -0.101
C -1.2549 3.5033 1.1040 -1.11 0.00 0.23 -0.003
C 1.9216 -2.1925 4.7765 0.25 -1.67 0.93 -0.004
C 0.7892 -1.8123 0.9155 -0.03 -0.69 -0.34 -0.014
C -1.1451 4.6654 0.2858 0.09 0.47 -1.23 -0.020
C -4.5263 -0.5162 0.1591 -2.04 -0.53 0.34 -0.002
C -0.2319 -1.7845 1.8567 -0.29 -0.08 0.01 -0.292
B -3.1877 1.5976 0.9419 2.01 -2.32 2.72 -0.249
H 2.9003 4.0749 5.9421 -0.03 0.16 0.14 0.092
H -6.6967 3.0959 5.0471 0.00 0.14 0.09 0.084
H 0.9479 -2.5327 5.1995 0.85 0.02 -0.33 0.112
H 0.9779 -0.9309 0.3022 -0.14 -0.23 0.06 0.141
H 4.3946 -3.9246 1.5612 -0.16 -0.27 0.14 0.118
H -0.7217 3.3542 2.0424 -0.65 0.05 -0.03 0.114
H -1.9328 6.2158 -2.1072 0.13 -0.50 0.33 0.091
H -1.8944 -3.1784 0.6408 -0.14 0.93 0.16 0.114
H -2.9401 -0.2790 3.6832 -0.78 0.47 -0.75 0.113
H -6.7041 3.4919 3.3207 -0.01 0.17 -0.01 0.087
H -3.2310 0.9862 -0.3869 0.18 -1.76 -0.09 0.226
H -4.1915 -3.8660 0.3310 0.56 0.32 -0.17 0.110
H -1.9930 4.6620 -2.9520 -0.14 0.08 -0.09 0.087
H -7.8211 -3.3282 -0.0863 0.41 -0.08 0.08 0.093
H 2.8284 -3.3428 -0.8823 0.22 0.08 0.10 0.117
H -6.2453 -3.9454 -0.7086 -0.24 0.08 0.19 0.092
H -3.3990 5.2526 -2.0447 0.18 -0.17 -0.01 0.091
H -5.2734 0.2218 -0.0802 -0.51 0.08 -0.14 0.128
H -6.5774 -3.9464 1.0606 -0.06 0.10 -0.27 0.095
H 0.0745 -4.9591 3.1423 0.11 0.65 -0.11 0.126
H 1.4434 1.3570 1.7093 0.68 0.33 0.30 0.128
H -7.3988 1.9878 3.8968 -0.04 -0.10 -0.05 0.089
H 3.8352 -5.0777 0.3224 -0.02 -0.08 0.17 0.116
H 1.8815 5.2009 5.0463 0.00 -0.07 0.19 0.091
H -1.4231 1.1318 5.7285 0.07 0.33 0.09 0.107
H -0.7757 3.4832 7.0416 0.62 -0.40 -0.43 0.118
H -0.6489 5.6236 0.5347 -0.30 -0.93 -0.25 0.121
H -0.7274 0.4153 1.5950 -0.29 -0.12 0.28 0.084
H 3.5443 -2.1648 0.2482 -0.12 -0.38 -0.01 0.115
H 3.1787 -0.7240 2.2620 -0.22 -0.10 0.14 0.120
H 2.4731 -3.0335 4.3527 0.13 -0.05 0.41 0.088
H -1.4015 -2.8964 3.3658 0.76 0.08 -0.73 0.145
H 2.4642 -1.6838 5.5899 0.07 -0.50 -0.10 0.105
H -5.2072 0.2560 5.1261 0.48 0.39 -0.36 0.118
H 1.6281 4.9985 6.8022 0.17 0.00 -0.14 0.090
```
Forces are in eV/Å.

**Net charge**: 0
**Strongest force on any atom**: 6.85 eV/Å
**LUMO level**: -0.8 eV
**HOMO**: -5.97 eV
**Energy relative to the best compared isomer or geometry (same formula, charge and spin)**: 726.98 kJ/mol
**Gap between HOMO and LUMO**: 5.15 eV